{"formula": "C30H28FN4O3S2V", "method": "ωB97M-V/def2-TZVPD", "multiplicity": 2, "s_squared": 0.7789, "e_above_lowest_ev": 0.583, "orbital_gap_ev": [6.56, 7.09], "charge": -1, "elements": ["V", "C", "N", "C", "C", "N", "C", "C", "C", "C", "C", "C", "C", "S", "C", "C", "C", "C", "C", "C", "S", "H", "H", "H", "H", "H", "H", "H", "H", "H", "H", "H", "H", "H", "H", "H", "H", "H", "H", "O", "C", "C", "C", "C", "C", "C", "C", "O", "N", "N", "C", "C", "C", "C", "C", "C", "C", "O", "H", "H", "H", "H", "H", "H", "H", "H", "H", "H", "F"], "coordinates": [[0.696, -0.326, 0.312], [-3.107, 0.130, -0.711], [-1.860, 0.602, -1.306], [-1.756, 2.056, -1.279], [-1.658, 2.614, 0.141], [-0.351, 2.370, 0.777], [0.682, 3.257, 0.242], [-0.455, 2.365, 2.214], [-0.210, 3.505, 2.973], [-0.340, 3.486, 4.357], [-0.724, 2.313, 4.991], [-0.952, 1.169, 4.240], [-0.817, 1.170, 2.851], [-1.105, -0.297, 1.921], [-1.694, 0.104, -2.639], [-2.772, 0.073, -3.521], [-2.643, -0.420, -4.811], [-1.403, -0.885, -5.231], [-0.323, -0.837, -4.367], [-0.431, -0.332, -3.065], [1.045, -0.198, -2.116], [-3.991, 0.652, -1.112], [-3.077, 0.257, 0.367], [-3.205, -0.937, -0.901], [-2.620, 2.524, -1.783], [-0.865, 2.327, -1.842], [-2.428, 2.179, 0.771], [-1.858, 3.696, 0.099], [0.378, 4.315, 0.287], [0.881, 2.992, -0.796], [1.612, 3.117, 0.793], [0.090, 4.423, 2.480], [-0.131, 4.382, 4.929], [-0.813, 2.278, 6.071], [-1.208, 0.234, 4.726], [-3.741, 0.435, -3.191], [-3.502, -0.444, -5.473], [-1.279, -1.292, -6.229], [0.647, -1.205, -4.687], [2.376, 1.351, 4.048], [3.601, 0.789, 3.987], [4.568, 1.232, 4.897], [5.837, 0.688, 4.891], [6.176, -0.308, 3.976], [5.223, -0.741, 3.074], [3.933, -0.206, 3.063], [2.930, -0.668, 2.077], [1.735, -0.203, 2.166], [3.278, -1.539, 1.175], [2.161, -1.793, 0.381], [2.169, -2.899, -0.261], [1.067, -3.394, -1.040], [1.267, -4.517, -1.852], [0.236, -5.077, -2.570], [-1.042, -4.518, -2.450], [-1.261, -3.432, -1.635], [-0.213, -2.828, -0.921], [-0.456, -1.796, -0.139], [1.809, 0.909, 3.392], [4.286, 2.006, 5.601], [6.572, 1.043, 5.607], [7.173, -0.734, 3.973], [5.452, -1.507, 2.344], [3.065, -3.506, -0.165], [2.268, -4.933, -1.910], [0.408, -5.935, -3.209], [-1.874, -4.940, -3.004], [-2.250, -2.996, -1.541], [1.958, 0.939, 0.053]]}